1.
The following is a quantum chemistry calculation of C18H27Cl3IrN2O4 as an isolated structure at a distorted geometry, from OMol25.

Each line ends with the Löwdin spin population.
Positions of all 55 atoms, in Å:
C1 -1.24 0.38 -2.57  0.00
C2 -1.37 -0.88 -3.34  0.35
C3 -0.10 -1.41 -3.57  0.15
C4 -2.64 -1.42 -3.86  0.05
C5 0.89 -0.43 -3.18  0.19
C6 0.23 0.68 -2.67  0.35
C7 0.83 1.99 -2.38  0.06
C8 -2.22 1.48 -2.84  0.00
C9 0.19 -2.75 -4.12  0.02
C10 2.36 -0.62 -3.28  0.02
Ir1 -1.19 -0.50 -0.57  2.51
Cl1 -1.79 -2.56 -0.91  0.41
Cl2 -3.44 -0.01 -0.30  0.19
Cl3 0.95 -1.45 -0.38  0.22
H1 -3.40 -0.64 -3.89  0.00
H2 -3.02 -2.23 -3.22  0.02
H3 -2.50 -1.82 -4.87  0.01
H4 -0.53 -3.48 -3.73  0.01
H5 1.20 -3.07 -3.84  0.00
H6 0.12 -2.75 -5.21  0.01
H7 2.67 -1.57 -2.82  0.01
H8 2.88 0.20 -2.76  0.00
H9 2.68 -0.61 -4.33  0.01
H10 1.83 1.88 -1.93  0.01
H11 0.17 2.48 -1.63  0.00
H12 0.94 2.61 -3.29  0.02
H13 -3.23 1.13 -2.64  0.00
H14 -2.12 1.80 -3.89  0.00
H15 -2.01 2.32 -2.18  0.00
O1 -0.92 1.82 -0.17  0.22
H16 -0.12 1.60 0.37  0.00
C11 1.19 2.70 3.62  0.00
C12 0.18 1.69 4.13  0.00
C13 0.33 0.21 3.66  0.00
C14 1.71 -0.44 4.00  0.00
C15 2.96 0.21 3.44  0.00
C16 -0.73 -0.60 4.41  0.00
O2 -0.88 -0.55 5.63  0.00
N1 -1.49 -1.45 3.65  0.00
C17 -1.68 -1.50 2.25  0.01
O3 -2.48 -2.33 1.83  0.01
N2 -0.93 -0.58 1.53  0.09
C18 0.07 0.12 2.13  0.01
O4 0.90 0.76 1.43  0.01
H17 2.06 2.77 4.28  0.00
H18 0.72 3.68 3.57  0.00
H19 1.51 2.42 2.61  0.00
H20 0.16 1.70 5.23  0.00
H21 -0.83 2.01 3.80  0.00
H22 1.78 -0.50 5.10  0.00
H23 1.65 -1.47 3.63  0.00
H24 3.26 1.08 4.03  0.00
H25 3.77 -0.52 3.47  0.00
H26 2.78 0.51 2.40  0.00
H27 -2.10 -2.08 4.15  0.00

The LUMO energy (alpha / beta) is 4.959 / 4.512 eV. The value obtained for the energy above the lowest of the compared OMol25 structures with the same formula, charge and spin is 0.0 kJ/mol. Its spin multiplicity is 6. The HOMO-LUMO gap (alpha / beta) is 4.0 / 5.9 eV. As for the charge: -2. For the HOMO energy (alpha / beta), the calculation gives 0.998 / -1.370 eV.

2.
The following is a quantum chemistry calculation of C18H27IIrN3O4S as an isolated structure at a distorted geometry, from OMol25.

Each line ends with the Löwdin spin population.
Positions of all 55 atoms, in Å:
Ir1 0.57 1.70 -0.42  2.42
C1 -0.15 5.69 0.88  0.01
C2 0.91 5.30 -0.16  0.01
C3 2.02 6.37 -0.21  0.01
C4 1.58 3.98 0.09  0.07
C5 2.16 3.27 -1.00  0.02
C6 2.98 2.15 -0.77  0.04
C7 3.26 1.70 0.54  0.12
C8 4.30 0.66 0.81  0.02
C9 2.56 2.32 1.59  0.11
C10 1.74 3.43 1.37  0.12
H1 -0.64 6.61 0.57  0.00
H2 0.29 5.87 1.86  0.00
H3 -0.92 4.92 0.99  0.01
H4 0.44 5.27 -1.15  0.00
H5 2.55 6.42 0.75  0.00
H6 1.57 7.35 -0.39  0.00
H7 2.74 6.17 -1.00  0.00
H8 2.11 3.69 -2.00  0.00
H9 3.50 1.69 -1.60  0.00
H10 4.58 0.12 -0.09  0.00
H11 3.98 -0.05 1.58  0.00
H12 5.19 1.15 1.19  0.01
H13 2.70 1.97 2.61  0.00
H14 1.28 3.92 2.22  0.00
I1 -1.89 2.35 -0.24  0.85
C11 -5.34 -3.95 0.87  0.00
C12 -4.52 -5.20 0.63  0.00
S1 -3.28 -4.94 -0.67  0.00
O1 -3.82 -4.06 -1.68  0.00
O2 -2.69 -6.19 -1.04  0.00
C13 -1.96 -3.96 0.13  0.00
C14 -0.97 -3.67 -1.00  0.00
N1 -0.07 -2.54 -0.71  0.01
C15 -0.25 -1.29 -1.16  0.02
N2 0.71 -0.49 -0.68  0.11
C16 1.53 -1.25 0.11  0.01
C17 1.06 -2.52 0.09  0.01
N3 1.66 -3.63 0.79  0.00
O3 1.07 -4.69 0.79  0.00
O4 2.75 -3.41 1.27  0.00
C18 -1.31 -0.90 -2.12  0.01
H15 -6.19 -4.19 1.51  0.00
H16 -5.74 -3.57 -0.06  0.00
H17 -4.77 -3.17 1.37  0.00
H18 -5.11 -6.02 0.23  0.00
H19 -3.96 -5.55 1.50  0.00
H20 -1.52 -4.55 0.92  0.00
H21 -2.43 -3.04 0.51  0.00
H22 -1.55 -3.39 -1.88  0.00
H23 -0.39 -4.55 -1.23  0.00
H24 2.42 -0.89 0.59  0.00
H25 -1.38 -1.61 -2.94  0.00
H26 -1.09 0.08 -2.53  0.00
H27 -2.29 -0.86 -1.64  0.00

The LUMO energy (alpha / beta) is -6.639 / -10.421 eV. Its spin multiplicity is 5. The HOMO-LUMO gap (alpha / beta) is 8.3 / 4.5 eV. As for the charge: +2. For the HOMO energy (alpha / beta), the calculation gives -14.935 / -14.938 eV.

3.
The following is a quantum chemistry calculation of C18H27N2O5P2PtS as an isolated structure at a distorted geometry, from OMol25.

Each line ends with the Löwdin spin population.
Positions of all 56 atoms, in Å:
Pt1 -0.32 0.26 0.21  1.43
P1 -0.72 -0.94 2.16  0.12
C1 -2.44 -0.45 2.51  0.07
C2 -2.72 0.97 2.05  0.22
N1 -1.97 1.48 1.07  0.13
C3 -2.14 2.73 0.61  0.21
C4 -3.16 3.52 1.12  0.23
C5 -3.99 3.01 2.12  -0.01
C6 -3.77 1.72 2.59  0.23
C7 -1.19 3.24 -0.45  0.05
P2 -0.41 1.88 -1.40  0.12
H1 -4.37 1.25 3.35  0.01
H2 -3.27 4.52 0.71  0.01
H3 -4.81 3.61 2.52  0.00
H4 -1.71 3.92 -1.14  0.01
H5 -0.35 3.79 0.01  0.02
H6 -3.06 -1.16 1.93  0.02
H7 -2.66 -0.55 3.58  0.01
H8 -3.37 -2.38 -2.49  0.00
O1 -4.13 -2.73 -1.96  0.00
H9 -4.92 -2.51 -2.49  0.00
H10 -0.38 -0.93 -4.68  0.00
O2 -1.06 -1.32 -5.25  0.00
H11 -0.60 -1.50 -6.09  0.00
C8 -1.54 1.68 -2.81  0.04
H12 -1.68 2.65 -3.32  0.01
H13 -1.12 0.94 -3.51  0.00
H14 -2.51 1.31 -2.44  0.00
C9 1.05 2.66 -2.15  0.01
H15 1.51 1.94 -2.83  0.00
H16 0.75 3.56 -2.72  0.00
H17 1.76 2.94 -1.36  0.00
C10 0.16 -0.43 3.68  0.01
H18 -0.32 -0.85 4.58  0.00
H19 1.20 -0.79 3.61  0.00
H20 0.18 0.66 3.74  0.00
C11 -0.79 -2.75 2.33  0.02
H21 0.23 -3.15 2.23  0.00
H22 -1.21 -3.05 3.30  0.01
H23 -1.40 -3.16 1.51  0.00
O3 2.50 0.89 1.34  0.09
C12 2.53 -0.06 0.56  0.04
N2 1.42 -0.55 -0.14  0.60
S1 1.66 -1.90 -1.21  0.01
O4 0.92 -3.04 -0.74  0.03
O5 1.47 -1.49 -2.59  0.03
C13 3.39 -1.94 -0.72  0.05
C14 4.39 -2.85 -1.10  0.00
C15 5.67 -2.70 -0.57  0.07
C16 5.97 -1.68 0.33  0.02
C17 4.97 -0.79 0.70  0.01
C18 3.68 -0.92 0.17  0.06
H24 4.17 -3.65 -1.80  0.00
H25 6.47 -3.37 -0.84  0.00
H26 6.96 -1.56 0.75  0.00
H27 5.10 0.03 1.40  0.00

The LUMO energy (alpha / beta) is -10.231 / -14.479 eV. Its spin multiplicity is 5. The HOMO-LUMO gap (alpha / beta) is 5.7 / 3.2 eV. As for the charge: +3. For the HOMO energy (alpha / beta), the calculation gives -15.976 / -17.711 eV.

4.
The following is a quantum chemistry calculation of one molecule with the formula C18H27N3O2S at a distorted geometry, from OMol25.

Each line ends with the Löwdin charge.
Positions of all 51 atoms, in Å:
C1 -5.08 -0.28 1.88  -0.09
H1 -5.26 0.79 2.04  0.10
O1 -4.81 -0.57 0.53  -0.08
C2 -3.73 0.01 -0.06  -0.29
C3 -2.84 0.87 0.58  0.01
C4 -1.77 1.42 -0.12  -0.20
C5 -1.58 1.09 -1.45  -0.07
C6 -2.46 0.23 -2.08  -0.08
C7 -3.53 -0.31 -1.40  -0.02
H2 -4.23 -0.98 -1.88  0.12
H3 -2.31 -0.02 -3.12  0.11
H4 -0.75 1.50 -2.01  0.06
C8 -0.88 2.40 0.60  -0.12
N1 0.50 2.39 0.18  0.07
C9 1.52 2.12 1.02  -0.51
O2 1.36 1.84 2.19  0.05
C10 2.89 2.20 0.36  -0.09
H5 3.54 2.80 1.00  0.12
H6 2.81 2.68 -0.61  0.08
C11 3.50 0.79 0.20  -0.17
N2 2.50 -0.26 0.13  -0.08
C12 1.73 -0.37 -0.97  -0.78
N3 0.77 -1.31 -1.03  0.07
H7 0.25 -1.33 -1.89  0.12
C13 0.45 -2.28 0.00  -0.53
C14 1.13 -3.62 -0.32  -0.02
H8 1.11 -4.28 0.54  0.09
H9 2.17 -3.47 -0.62  0.07
H10 0.62 -4.10 -1.14  0.08
C15 0.89 -1.67 1.34  -0.07
H11 0.19 -0.86 1.57  0.12
C16 2.30 -1.06 1.33  -0.31
C17 3.43 -2.08 1.49  -0.03
H12 3.18 -2.79 2.28  0.08
H13 4.35 -1.59 1.75  0.07
H14 3.60 -2.63 0.57  0.07
H15 2.34 -0.37 2.18  0.14
H16 0.82 -2.41 2.13  0.13
C18 -1.06 -2.49 0.02  -0.02
H17 -1.41 -2.85 -0.94  0.09
H18 -1.33 -3.22 0.78  0.09
H19 -1.58 -1.56 0.23  0.06
S1 1.93 0.63 -2.29  0.66
H20 4.10 0.76 -0.71  0.10
H21 4.14 0.56 1.05  0.12
H22 0.70 2.51 -0.80  0.09
H23 -1.29 3.41 0.45  0.14
H24 -0.87 2.20 1.68  0.12
H25 -2.98 1.13 1.61  0.11
H26 -4.26 -0.60 2.53  0.09
H27 -5.98 -0.84 2.13  0.09

The LUMO energy is 0.685 eV. The value obtained for the energy above the lowest of the compared OMol25 structures with the same formula, charge and spin is 77.2 kJ/mol. The HOMO-LUMO gap is 8.7 eV. Its SMILES is COc1cccc(CNC(=O)CCN2C(=S)NC(C)(C)C[C@H]2C)c1. For the HOMO energy, the calculation gives -8.054 eV.

5.
The following is a quantum chemistry calculation of one molecule with the formula C18H27N3O3, from OMol25.

Each line ends with the Löwdin charge.
Positions of all 51 atoms, in Å:
C1 -0.53 4.19 -3.81  -0.11
C2 -0.25 2.73 -4.13  -0.26
C3 0.09 1.90 -2.88  -0.20
C4 1.48 2.19 -2.35  -0.20
N1 1.79 1.45 -1.12  -0.25
C5 3.22 1.16 -1.05  -0.09
H1 3.51 0.59 -1.93  0.09
H2 3.43 0.55 -0.17  0.07
H3 3.83 2.07 -1.00  0.10
C6 1.34 2.18 0.06  -0.20
C7 1.61 1.43 1.37  -0.16
C8 0.63 1.80 2.49  -0.17
N2 -0.70 1.28 2.26  0.07
C9 -1.01 0.00 2.54  -0.50
O1 -0.25 -0.76 3.11  0.08
C10 -2.41 -0.41 2.10  -0.01
H4 -3.08 0.44 2.16  0.13
H5 -2.77 -1.21 2.75  0.13
C11 -2.41 -0.95 0.64  -0.19
C12 -1.51 -0.04 -0.19  -0.43
O2 -1.87 1.10 -0.46  0.05
N3 -0.30 -0.52 -0.51  0.20
C13 0.14 -1.79 -0.11  -0.16
C14 1.45 -2.19 -0.29  -0.01
C15 1.85 -3.45 0.10  -0.09
C16 0.94 -4.32 0.67  -0.09
C17 -0.38 -3.94 0.85  0.01
C18 -0.78 -2.67 0.47  -0.20
O3 -2.10 -2.32 0.60  0.03
H6 -1.10 -4.60 1.29  0.12
H7 1.25 -5.31 0.97  0.10
H8 2.88 -3.75 -0.04  0.10
H9 2.15 -1.50 -0.75  0.10
H10 0.40 0.11 -0.94  0.11
H11 -3.43 -0.87 0.25  0.16
H12 -1.31 1.80 1.65  0.13
H13 0.56 2.89 2.60  0.12
H14 0.98 1.36 3.42  0.12
H15 1.53 0.35 1.21  0.10
H16 2.62 1.65 1.72  0.11
H17 1.81 3.18 0.11  0.13
H18 0.26 2.33 -0.06  0.10
H19 1.60 3.27 -2.17  0.12
H20 2.21 1.90 -3.11  0.12
H21 -0.67 2.08 -2.12  0.08
H22 0.04 0.84 -3.15  0.11
H23 0.57 2.66 -4.84  0.10
H24 -1.13 2.30 -4.60  0.11
H25 0.36 4.68 -3.41  0.06
H26 -1.33 4.27 -3.08  0.07
H27 -0.83 4.72 -4.71  0.07

The LUMO energy is 0.814 eV. The value obtained for the energy above the lowest of the compared OMol25 structures with the same formula, charge and spin is 105.7 kJ/mol. The HOMO-LUMO gap is 9.0 eV. Its SMILES is CCCCN(C)CCCNC(=O)C[C@@H]1Oc2ccccc2NC1=O. For the HOMO energy, the calculation gives -8.179 eV.

6.
The following is a quantum chemistry calculation of C18H27N4O2P2S4W as an isolated structure, from OMol25.

Each line ends with the Löwdin spin population.
Positions of all 58 atoms, in Å:
W1 0.48 -0.57 0.65  0.95
N1 -1.71 1.81 2.27  -0.01
C1 -0.97 1.01 3.01  0.00
N2 -0.01 0.17 2.52  0.01
C2 0.68 -0.43 3.59  0.01
C3 0.21 -0.14 4.81  0.00
S1 -1.12 0.96 4.73  0.00
C4 1.80 -1.27 3.20  0.01
C5 2.74 -1.85 3.96  0.00
S2 3.85 -2.77 3.01  0.00
C6 3.01 -2.32 1.58  0.00
N3 1.93 -1.51 1.80  0.01
N4 3.46 -2.71 0.39  0.00
H1 -1.49 2.01 1.30  0.00
H2 -2.42 2.40 2.70  0.00
H3 0.55 -0.50 5.77  0.00
H4 2.85 -1.80 5.03  0.00
H5 4.28 -3.30 0.34  0.00
H6 2.95 -2.59 -0.47  0.00
C7 -2.44 0.09 -4.88  0.00
C8 -2.00 -1.24 -4.37  0.00
O1 -1.20 -1.01 -3.04  0.01
P1 -1.33 -1.71 -1.70  0.03
S3 0.55 -2.26 -0.95  -0.02
S4 -1.71 -0.37 -0.11  -0.02
O2 -2.34 -2.83 -1.76  0.01
C9 -2.84 -3.96 -0.85  0.00
C10 -3.46 -5.00 -1.74  0.00
H7 -2.96 -0.09 -5.82  0.00
H8 -1.60 0.74 -5.09  0.00
H9 -3.15 0.57 -4.21  0.00
H10 -1.26 -1.74 -4.99  0.00
H11 -2.81 -1.91 -4.10  0.00
H12 -3.56 -3.48 -0.19  0.00
H13 -1.96 -4.31 -0.31  0.00
H14 -4.30 -4.60 -2.30  0.00
H15 -3.84 -5.79 -1.09  0.00
H16 -2.73 -5.44 -2.42  0.00
C11 1.42 1.38 -2.23  0.00
P2 1.65 1.40 -0.45  -0.01
C12 3.41 1.31 -0.06  0.00
C13 0.84 2.81 0.32  0.00
C14 -0.18 3.47 -0.39  0.00
C15 -0.75 4.62 0.15  0.00
C16 -0.31 5.09 1.38  0.00
C17 0.68 4.42 2.09  0.00
C18 1.26 3.28 1.56  0.00
H17 0.37 1.33 -2.50  0.00
H18 1.95 0.52 -2.65  0.00
H19 1.86 2.29 -2.65  0.00
H20 3.90 2.19 -0.49  0.00
H21 3.83 0.42 -0.53  0.00
H22 3.59 1.30 1.01  0.00
H23 -0.49 3.14 -1.37  0.00
H24 -1.50 5.16 -0.41  0.00
H25 -0.74 6.00 1.79  0.00
H26 1.03 4.81 3.04  0.00
H27 2.07 2.80 2.10  0.00

The LUMO energy (alpha / beta) is -14.552 / -14.302 eV. The value obtained for the energy above the lowest of the compared OMol25 structures with the same formula, charge and spin is 0.0 kJ/mol. Its spin multiplicity is 2. The HOMO-LUMO gap (alpha / beta) is 5.1 / 5.4 eV. As for the charge: +4. For the HOMO energy (alpha / beta), the calculation gives -19.643 / -19.662 eV.